Density functional theory data (ωB97M-V with the def2-TZVPD basis set) for a 6-piece molecular cluster, H12O6 overall.

The geometry in ORCA input format:
```
! wB97M-V def2-TZVPD RIJCOSX def2/J DEFGRID3
* xyz 0 1
O -3.975 -1.798 -0.362
H -4.090 -1.825 0.571
H -3.050 -1.564 -0.424
O 2.387 0.557 1.096
H 1.805 0.750 1.828
H 2.728 1.336 0.711
O -0.039 0.778 -1.108
H 0.802 0.352 -1.070
H -0.695 0.220 -0.672
O 1.987 -1.969 0.236
H 2.129 -1.056 0.538
H 1.115 -2.155 0.570
O -1.700 -0.788 0.335
H -1.842 -0.086 0.977
H -1.351 -1.546 0.841
O 1.040 3.254 -1.349
H 1.961 3.255 -1.356
H 0.788 2.284 -1.363
*
```

Values from the calculation:
F_max in eV Å⁻¹: 2.63
LUMO energy in eV: -0.5
SMILES: O.O.O.O.O.O
Electronic energy in eV: -12479.3252
Molecular weight in u: 108.09
Relative energy (zero: lowest compared OMol25 entry of this formula, charge and spin) in kcal per mole: 41.2

Results of the Mulliken charge analysis, in e, for atoms 1 through 8:
1. O -0.6232
2. H 0.2677
3. H 0.4214
4. O -0.6376
5. H 0.3086
6. H 0.2920
7. O -0.7510
8. H 0.3389

Density functional theory data (ωB97M-V with the def2-TZVPD basis set) for an isolated ion of composition C5H13N2 and charge +1.

The geometry in ORCA input format:
```
! wB97M-V def2-TZVPD RIJCOSX def2/J DEFGRID3
* xyz 1 1
C 0.703 0.233 -2.799
C 1.289 1.287 -1.825
C 0.770 1.346 -0.401
C 0.269 -0.006 0.197
N -0.921 0.099 1.096
C -1.355 -0.801 1.927
N -0.830 -2.005 2.073
H 1.435 -0.620 -2.727
H -0.226 -0.211 -2.494
H 0.709 0.651 -3.815
H 2.353 1.079 -1.834
H 1.115 2.313 -2.233
H -0.038 2.049 -0.377
H 1.557 1.561 0.338
H -0.238 -0.651 -0.575
H 1.080 -0.605 0.596
H -1.417 0.979 1.065
H -2.212 -0.556 2.542
H -0.002 -2.334 1.592
H -1.310 -2.712 2.606
*
```

Values from the calculation:
F_max in eV Å⁻¹: 3.17
LUMO energy in eV: -3.3
SMILES: CCCCNC=[NH2+]
Electronic energy in eV: -8369.4306
Molecular weight in u: 101.17
Relative energy (zero: lowest compared OMol25 entry of this formula, charge and spin) in kcal per mole: 31.8

Results of the Mulliken charge analysis, in e, for atoms 1 through 8:
1. C -1.1185
2. C -0.4295
3. C -0.6132
4. C -0.5717
5. N -0.0593
6. C 0.1084
7. N -0.2862
8. H 0.2995

Density functional theory data (ωB97M-V with the def2-TZVPD basis set) for a 2-piece molecular cluster, C2H11N3 overall.

The geometry in ORCA input format:
```
! wB97M-V def2-TZVPD RIJCOSX def2/J DEFGRID3
* xyz 0 1
N 1.896 0.166 -1.935
C 0.763 -0.818 -1.866
N -0.570 -0.274 -1.989
H 1.714 0.805 -2.690
H 1.804 0.725 -1.092
H 0.977 -1.495 -2.693
H 0.919 -1.350 -0.933
H -0.851 0.238 -1.164
H -0.605 0.386 -2.746
C -0.798 -0.224 3.134
N -1.244 1.008 2.484
H -1.508 -1.005 2.836
H -0.842 -0.178 4.212
H 0.116 -0.616 2.679
H -0.524 1.637 2.161
H -1.927 0.822 1.785
*
```

Values from the calculation:
F_max in eV Å⁻¹: 1.78
LUMO energy in eV: 0.7
SMILES: NCN.CN
Electronic energy in eV: -6722.0104
Molecular weight in u: 77.13
Relative energy (zero: lowest compared OMol25 entry of this formula, charge and spin) in kcal per mole: 13.2

Results of the Mulliken charge analysis, in e, for atoms 1 through 8:
1. N -0.6147
2. C -0.3803
3. N -0.5703
4. H 0.2206
5. H 0.2331
6. H 0.3085
7. H 0.3521
8. H 0.2145

Q: Look up the molecular weight of the first one.
A: 108.09 u

Q: What is the formula in the third record?
A: C2H11N3

Repeat the first record exactly.
Density functional theory data (ωB97M-V with the def2-TZVPD basis set) for a 6-piece molecular cluster, H12O6 overall.

The geometry in ORCA input format:
```
! wB97M-V def2-TZVPD RIJCOSX def2/J DEFGRID3
* xyz 0 1
O -3.975 -1.798 -0.362
H -4.090 -1.825 0.571
H -3.050 -1.564 -0.424
O 2.387 0.557 1.096
H 1.805 0.750 1.828
H 2.728 1.336 0.711
O -0.039 0.778 -1.108
H 0.802 0.352 -1.070
H -0.695 0.220 -0.672
O 1.987 -1.969 0.236
H 2.129 -1.056 0.538
H 1.115 -2.155 0.570
O -1.700 -0.788 0.335
H -1.842 -0.086 0.977
H -1.351 -1.546 0.841
O 1.040 3.254 -1.349
H 1.961 3.255 -1.356
H 0.788 2.284 -1.363
*
```

Values from the calculation:
F_max in eV Å⁻¹: 2.63
LUMO energy in eV: -0.5
SMILES: O.O.O.O.O.O
Electronic energy in eV: -12479.3252
Molecular weight in u: 108.09
Relative energy (zero: lowest compared OMol25 entry of this formula, charge and spin) in kcal per mole: 41.2

Results of the Mulliken charge analysis, in e, for atoms 1 through 8:
1. O -0.6232
2. H 0.2677
3. H 0.4214
4. O -0.6376
5. H 0.3086
6. H 0.2920
7. O -0.7510
8. H 0.3389